# C36H55MnN4OP2Se

A structure of composition C36H55MnN4OP2Se in a non-equilibrium geometry (ωB97M-V with the def2-TZVPD basis set, OMol25).

Positions of all 100 atoms, in Å:
C -2.2208 1.4817 -1.6240
C -2.8106 0.2199 0.2937
C -3.5607 1.8105 -1.8638
C -4.1747 0.4162 -0.0232
C -4.5377 1.2247 -1.0794
H -3.7639 2.5151 -2.6884
H -4.9369 -0.0900 0.5431
H -5.5838 1.4347 -1.2969
N -1.8420 0.7662 -0.5413
P 0.4163 0.9741 -2.3189
P -0.9325 -0.0758 2.3770
C -1.1034 1.9851 -2.5717
H -1.4402 1.9461 -3.6103
H -0.8838 3.0291 -2.3500
C -2.2831 -0.6528 1.3363
H -3.0616 -1.2049 1.8972
C -0.3888 -1.6224 3.4129
C -1.9198 1.1327 3.4760
C 0.1480 -0.4752 -3.5416
C 1.7774 2.1649 -2.9163
C 0.8454 -2.2598 2.7802
H 1.6659 -1.5288 2.6633
H 1.2061 -3.0850 3.4321
H 0.6451 -2.6991 1.7932
C -0.0068 -1.2264 4.8454
H 0.7856 -0.4678 4.8456
H -0.8534 -0.8658 5.4408
H 0.3901 -2.1137 5.3663
C -1.5088 -2.6709 3.4216
H -1.1692 -3.5382 4.0213
H -2.4342 -2.3083 3.8950
H -1.7329 -3.0180 2.3976
C -0.9153 1.8953 4.3129
H -0.1704 2.4183 3.6660
H -1.4514 2.6787 4.9035
H -0.3455 1.2688 5.0322
C -2.6996 2.1334 2.6309
H -2.0580 2.6807 1.9239
H -3.5108 1.6495 2.0681
H -3.1727 2.8713 3.3115
C -2.9276 0.3286 4.2919
H -3.4474 -0.4650 3.6919
H -2.5051 -0.1504 5.2172
H -3.7398 1.0333 4.6177
C 3.0243 1.3262 -3.1993
H 3.8832 2.0052 -3.3290
H 3.2460 0.6602 -2.3514
H 2.9486 0.7276 -4.1200
C 2.0909 3.1411 -1.7874
H 1.2441 3.8003 -1.5300
H 2.4240 2.6140 -0.8761
H 2.9276 3.7928 -2.1099
C 1.3798 2.9544 -4.1708
H 2.1904 3.6784 -4.3789
H 1.2791 2.3218 -5.0661
H 0.4473 3.5283 -4.0417
C -1.2394 -1.0888 -3.3401
H -1.3628 -1.9166 -4.0612
H -1.3724 -1.5187 -2.3379
H -2.0546 -0.3715 -3.5129
C 1.2237 -1.5420 -3.2706
H 1.1405 -1.9657 -2.2595
H 1.0829 -2.3551 -4.0023
H 2.2450 -1.1530 -3.3989
C 0.2755 0.0054 -4.9901
H -0.4156 0.8245 -5.2291
H 1.3007 0.2982 -5.2537
H 0.0152 -0.8407 -5.6456
Mn 0.2415 0.4501 -0.0678
C 0.2709 2.1590 0.5273
O -0.0577 3.2515 0.8474
N 0.0195 -1.5616 -0.3748
C -1.0057 -2.1792 0.0538
C -1.7215 -3.3735 -0.1837
C -1.0023 -4.4639 -0.6939
C -3.1025 -3.4678 -0.0199
C -1.6264 -5.6889 -1.0140
H 0.0816 -4.3987 -0.8506
C -3.7622 -4.6770 -0.3453
H -3.6584 -2.6211 0.3389
C -3.0395 -5.7825 -0.8396
H -1.0478 -6.5483 -1.3914
H -4.8559 -4.7740 -0.2180
H -3.5681 -6.7354 -1.0963
C 5.5822 -0.2452 -0.8014
N 5.1099 0.8721 -0.0011
C 5.8684 1.9531 0.4094
C 5.1314 2.6641 1.2594
N 3.9056 2.0301 1.3959
C 2.8849 2.4114 2.3548
C 3.8581 0.9491 0.5524
Se 2.4756 -0.2750 0.2410
H 5.3936 -1.1964 -0.2812
H 6.6646 -0.1195 -0.9532
H 5.0909 -0.2809 -1.7850
H 6.8954 2.0795 0.0567
H 5.3637 3.5673 1.8310
H 3.3737 2.6619 3.3057
H 2.3320 3.2916 2.0092
H 2.1932 1.5807 2.5165

Force components x, y, z for each atom (eV/Å):
0.815 0.476 0.170
0.845 -0.402 -1.348
0.573 0.136 -0.455
0.856 -0.715 0.301
-0.266 0.672 -0.328
-0.157 -0.630 0.491
-0.091 -0.042 0.300
0.175 -0.166 0.141
-0.286 0.030 0.020
-0.122 0.717 -1.737
0.450 -0.185 -0.417
-0.882 -0.574 1.125
0.046 -0.050 0.088
0.016 0.101 0.103
-1.562 0.315 0.250
0.489 0.047 -0.611
-0.139 -0.084 -0.009
0.131 -0.340 -0.255
0.537 -0.213 0.473
0.029 -0.573 0.048
0.685 -0.147 -0.232
-0.321 -0.406 0.141
-0.262 0.532 -0.316
0.105 0.137 0.369
0.022 0.116 0.241
-0.105 -0.194 0.087
0.400 -0.122 -0.204
-0.134 0.251 -0.295
-0.286 -0.138 0.137
-0.101 0.381 -0.360
0.314 -0.163 -0.187
0.054 -0.025 0.595
0.803 0.708 0.864
-0.529 -0.234 0.406
0.416 -0.563 -0.409
-0.513 0.451 -0.509
-0.310 0.348 -0.383
-0.305 -0.112 0.264
0.254 0.323 0.350
0.335 -0.376 -0.351
-1.032 -0.413 0.982
0.423 0.791 0.612
-0.520 0.556 -1.035
0.728 -0.621 -0.120
0.541 -0.052 -0.084
-0.251 -0.186 0.017
-0.024 0.173 -0.316
0.000 0.251 0.403
0.199 0.394 0.407
0.287 -0.213 -0.137
-0.097 0.207 -0.330
-0.449 -0.278 0.137
-0.161 0.159 -0.387
-0.370 -0.286 0.128
0.047 0.352 0.465
0.414 -0.134 -0.060
-0.382 -0.155 0.192
0.073 0.382 0.224
0.071 0.175 -0.363
0.201 -0.208 -0.096
0.190 -0.216 -0.063
0.038 0.091 -0.400
0.071 0.231 0.273
-0.412 -0.191 0.014
0.037 0.096 -0.282
0.184 -0.194 -0.017
-0.407 -0.090 0.100
0.026 0.225 0.237
-0.567 -2.252 0.482
-2.397 6.986 1.806
2.128 -5.178 -1.487
-6.192 -1.999 3.428
6.179 3.032 -3.709
-0.988 -0.763 0.157
0.679 -1.560 -0.500
-0.686 -1.467 -0.275
-0.938 0.911 0.378
-0.465 0.154 0.180
0.189 0.256 -0.010
-0.214 0.052 0.084
0.556 -0.108 -0.060
-0.331 0.667 0.244
0.796 0.199 -0.074
0.535 1.054 0.318
0.438 -0.499 -0.558
-1.474 0.205 0.313
0.945 -0.958 -0.887
-0.779 0.903 1.231
0.078 -0.838 -1.056
-0.153 0.428 0.340
1.612 1.532 0.783
0.264 -0.572 -0.138
0.132 0.411 -0.124
-0.453 -0.109 0.073
0.152 0.114 0.373
-0.542 -0.014 0.251
-0.082 -0.501 -0.336
-0.165 -0.121 -0.277
0.144 -0.144 0.054
0.195 0.046 -0.061

Charge = +3
HOMO-LUMO gap (alpha / beta) = 0.238 / 0.216 Ha
2S+1 = 4
HOMO (alpha / beta) = -16.13 / -16.41 eV
ΔE to the lowest compared entry with this formula, charge and spin = 5.1 kcal/mol
E_LUMO (alpha / beta) = -9.6 / -10.5 eV
Expectation value of S² = 3.875



# C2H5O2

A cluster of 2 separate species, C2H5O2 in total in a non-equilibrium geometry (ωB97M-V with the def2-TZVPD basis set, OMol25).

Positions of all 9 atoms, in Å:
O 0.5080 -1.0277 -2.0093
H 0.5303 -1.9895 -2.0638
C -0.1498 1.7267 0.7500
C -0.3512 0.4384 0.4377
O -0.1526 -0.7120 1.1982
H -0.3734 2.3344 -0.1483
H 0.5889 2.1185 1.4739
H -0.4785 0.0995 -0.5921
H 0.1155 -1.3869 0.5589

Force components x, y, z for each atom (eV/Å):
-0.138 -0.103 0.506
0.000 -0.036 -0.130
0.625 -0.185 -0.814
0.806 -1.231 -0.208
0.292 1.428 0.473
0.311 0.002 0.854
-1.110 -0.327 0.070
-0.687 0.367 -0.289
-0.099 0.085 -0.462

Charge = -1
HOMO-LUMO gap = 0.269 Ha
HOMO = -2.88 eV
ΔE to the lowest compared entry with this formula, charge and spin = 59.4 kcal/mol
E_LUMO = 4.4 eV



# C5H7O4P

The ion C5H7O4P with charge -2 in a non-equilibrium geometry (ωB97M-V with the def2-TZVPD basis set, OMol25).

Positions of all 17 atoms, in Å:
C 0.8940 -0.7976 1.9271
C 0.7720 -0.7023 0.3823
C 1.7716 0.2789 -0.1398
C -1.6193 0.5754 0.4020
C -0.6824 -0.3808 -0.3420
O 1.4535 0.7911 -1.3203
O 0.1925 -0.7364 -2.9642
O 2.7291 0.5488 0.5323
O -0.7386 1.6019 -2.3763
P -0.0748 0.3251 -1.9062
H -0.0704 -1.1441 2.3229
H 1.1275 0.1052 2.5218
H 1.0465 -1.7287 -0.0159
H -2.5462 0.2612 0.0646
H -1.4060 0.6552 1.4391
H -1.6781 1.6476 -0.0475
H -1.1710 -1.3007 -0.4798

Force components x, y, z for each atom (eV/Å):
-0.807 -0.427 -0.010
-1.084 -1.007 1.093
-0.832 -1.072 0.963
1.363 2.382 -2.098
2.534 1.751 0.785
0.261 0.655 -0.302
-0.255 0.528 1.144
1.361 1.134 -0.861
0.253 -0.709 0.769
-0.174 -0.179 -2.590
-0.162 -0.300 0.081
0.039 0.100 -0.786
-0.246 1.098 -0.003
-2.470 -0.852 0.449
-0.173 -0.339 1.083
0.915 -1.554 0.684
-0.522 -1.209 -0.402

Charge = -2
HOMO-LUMO gap = 0.180 Ha
HOMO = 1.85 eV
ΔE to the lowest compared entry with this formula, charge and spin = 0.0 kcal/mol
E_LUMO = 6.8 eV



# C2H8N2O2

A cluster of 2 separate species, C2H8N2O2 in total in a non-equilibrium geometry (ωB97M-V with the def2-TZVPD basis set, OMol25).

Positions of all 14 atoms, in Å:
C -1.0539 -1.3179 0.2841
N -1.9292 -0.3046 0.8517
H -2.1798 -0.5856 1.8017
H -2.8084 -0.2956 0.3336
H -0.8635 -1.0976 -0.7698
H -1.5076 -2.3096 0.3585
H -0.0973 -1.3284 0.8138
N 2.2131 0.5463 -1.3381
C 0.9922 1.4695 0.4503
O 0.9460 1.1221 -0.8792
O 1.9347 1.3891 1.2252
H 1.8972 -0.3264 -1.7577
H 2.4546 1.1764 -2.1015
H 0.0018 1.8623 0.7275

Force components x, y, z for each atom (eV/Å):
-0.025 -0.305 -0.079
-0.490 0.224 0.299
0.099 0.229 -0.286
0.267 0.091 0.157
0.017 -0.002 0.148
0.259 -0.227 -0.153
-0.083 0.013 -0.081
-0.713 0.344 0.134
1.587 -0.054 1.169
0.834 -0.102 0.885
-1.980 0.002 -1.996
0.083 0.115 -0.035
0.028 -0.172 0.033
0.118 -0.155 -0.196

HOMO-LUMO gap = 0.382 Ha
HOMO = -9.56 eV
ΔE to the lowest compared entry with this formula, charge and spin = 68.5 kcal/mol
E_LUMO = 0.8 eV